Entry from the OMol25 dataset: a 11-piece molecular cluster, C50H70N6O5 overall at a distorted geometry (ωB97M-V with the def2-TZVPD basis set).

Calculated values
- Relative energy (zero: lowest compared OMol25 entry of this formula, charge and spin): 0.0 kJ/mol
- DFT total energy: -72160.0018 eV
- E_LUMO: 0.7 eV
- HOMO level: -9.2416 eV
- 2S+1: 1
- HOMO-LUMO gap: 9.898 eV
- SMILES string: c1ccncc1.c1ccncc1.c1ccncc1.c1ccncc1.c1ccncc1.c1ccncc1.C1CCOC1.C1CCOC1.C1CCOC1.C1CCOC1.C1CCOC1
- Net charge: 0

Last column: Löwdin charge in e.
CARTESIAN COORDINATES (ANGSTROEM)
1 C -1.0434 3.4548 2.3044  -0.08
2 C -2.4179 3.5607 2.2638  -0.07
3 C -3.1393 3.1073 3.3572  -0.15
4 N -2.5592 2.6528 4.4701  0.06
5 C -1.2390 2.5598 4.4880  -0.16
6 C -0.4199 2.9856 3.4438  -0.06
7 H -0.4113 3.8701 1.5249  0.10
8 H -2.9327 3.8718 1.3652  0.08
9 H -4.2204 3.0297 3.3242  0.10
10 H -0.7836 2.0941 5.3589  0.09
11 H 0.6592 2.9313 3.5109  0.08
12 C 3.0823 -0.3683 -4.2135  -0.07
13 C 1.8061 0.1660 -4.3069  -0.08
14 C 1.0754 0.0183 -5.4751  -0.15
15 N 1.5317 -0.6511 -6.5336  0.06
16 C 2.7318 -1.2007 -6.4223  -0.16
17 C 3.5504 -1.0731 -5.3075  -0.07
18 H 3.5656 -0.3859 -3.2445  0.11
19 H 1.3991 0.7195 -3.4703  0.08
20 H 0.0711 0.4323 -5.4525  0.11
21 H 3.0627 -1.7384 -7.3051  0.10
22 H 4.5217 -1.5519 -5.3093  0.10
23 C 1.2531 -6.4668 -0.4743  -0.08
24 C 1.3450 -6.8306 -1.8070  -0.07
25 C 0.7328 -6.0011 -2.7404  -0.16
26 N 0.0684 -4.8964 -2.4219  0.05
27 C -0.1245 -4.6403 -1.1236  -0.15
28 C 0.5020 -5.3661 -0.1230  -0.08
29 H 1.7614 -7.0524 0.2829  0.11
30 H 1.7513 -7.7800 -2.1259  0.10
31 H 0.8262 -6.2072 -3.8025  0.10
32 H -0.7176 -3.7485 -0.9499  0.10
33 H 0.3213 -5.0740 0.9043  0.09
34 C 4.6061 5.7430 0.2792  -0.09
35 C 3.3502 5.7998 -0.3022  -0.07
36 C 2.4210 4.8272 0.0498  -0.14
37 N 2.6921 3.8520 0.9177  0.07
38 C 3.8627 3.8681 1.5344  -0.14
39 C 4.8588 4.7944 1.2492  -0.07
40 H 5.3263 6.5170 0.0415  0.10
41 H 3.0129 6.6310 -0.9071  0.10
42 H 1.4481 4.7789 -0.4323  0.09
43 H 3.9925 3.1100 2.2991  0.09
44 H 5.8382 4.7419 1.7055  0.10
45 C 1.8387 -0.2850 1.0120  -0.07
46 C 1.6776 -1.1753 -0.0440  -0.05
47 C 0.8967 -0.7719 -1.1124  -0.17
48 N 0.3222 0.4305 -1.1971  0.06
49 C 0.4858 1.2643 -0.1844  -0.15
50 C 1.2379 0.9584 0.9448  -0.07
51 H 2.3236 -0.5422 1.9466  0.08
52 H 2.0922 -2.1708 0.0458  0.09
53 H 0.6093 -1.4771 -1.8877  0.10
54 H 0.0563 2.2606 -0.2440  0.09
55 H 1.3795 1.6514 1.7601  0.07
56 C -3.8033 4.8460 -3.4612  -0.07
57 C -3.7067 3.9882 -2.3772  -0.07
58 C -2.5535 4.0321 -1.6155  -0.15
59 N -1.4918 4.7753 -1.9326  0.06
60 C -1.6033 5.6160 -2.9590  -0.15
61 C -2.7429 5.6807 -3.7508  -0.07
62 H -4.6545 4.8450 -4.1306  0.11
63 H -4.5243 3.3360 -2.0993  0.09
64 H -2.4123 3.4165 -0.7335  0.08
65 H -0.7470 6.2599 -3.1221  0.10
66 H -2.7388 6.3417 -4.6078  0.10
67 C 2.0820 0.8747 5.9211  -0.15
68 C 2.2341 2.2879 6.4787  -0.14
69 C 2.7844 3.0673 5.2544  -0.20
70 O 2.8023 2.1760 4.1470  -0.19
71 C 2.9827 0.8798 4.6902  -0.20
72 H 1.0658 0.7787 5.5273  0.09
73 H 2.2376 0.0394 6.6004  0.12
74 H 2.9793 2.3724 7.2693  0.11
75 H 1.2947 2.6867 6.8564  0.10
76 H 3.8217 3.3539 5.4759  0.12
77 H 2.2595 3.9859 4.9970  0.12
78 H 4.0342 0.6344 4.8882  0.13
79 H 2.6199 0.1499 3.9631  0.09
80 C -1.9347 -1.6026 -7.0984  -0.17
81 C -1.3706 -2.5414 -6.0309  -0.15
82 C -1.9132 -1.9375 -4.7116  -0.19
83 O -2.7282 -0.8169 -5.0672  -0.17
84 C -3.1637 -1.0370 -6.4017  -0.21
85 H -2.1970 -2.1162 -8.0257  0.11
86 H -1.2532 -0.7909 -7.3476  0.10
87 H -0.2847 -2.5143 -6.0756  0.08
88 H -1.7595 -3.5513 -6.1431  0.11
89 H -1.0911 -1.6114 -4.0763  0.10
90 H -2.5349 -2.6829 -4.2062  0.11
91 H -3.4556 -0.0832 -6.8430  0.12
92 H -4.0276 -1.7125 -6.3845  0.12
93 C -5.5963 0.3189 -1.7871  -0.16
94 C -4.1245 0.1443 -2.2001  -0.15
95 C -3.4335 -0.3157 -0.9187  -0.19
96 O -4.3022 0.0276 0.1688  -0.16
97 C -5.4510 0.7200 -0.3260  -0.20
98 H -6.2309 -0.5353 -2.0094  0.11
99 H -6.0138 1.1849 -2.3118  0.10
100 H -3.7240 1.0881 -2.5791  0.10
101 H -4.0295 -0.5157 -3.0628  0.09
102 H -2.4154 0.0658 -0.8367  0.10
103 H -3.4125 -1.4118 -0.8894  0.11
104 H -5.2338 1.7950 -0.2630  0.10
105 H -6.2954 0.4840 0.3189  0.12
106 C 2.6783 -2.9872 3.4951  -0.15
107 C 2.7914 -4.0897 4.5612  -0.14
108 C 3.3248 -5.2803 3.7597  -0.22
109 O 4.0908 -4.7344 2.7123  -0.13
110 C 3.4154 -3.5600 2.2704  -0.20
111 H 3.1760 -2.0721 3.8150  0.09
112 H 1.6482 -2.7715 3.2156  0.09
113 H 1.8132 -4.2974 4.9935  0.11
114 H 3.4802 -3.8190 5.3587  0.11
115 H 2.4963 -5.9088 3.3984  0.12
116 H 3.9442 -5.9418 4.3669  0.12
117 H 2.7186 -3.8420 1.4742  0.09
118 H 4.1985 -2.8977 1.9044  0.12
119 C -1.8375 -0.8228 2.3471  -0.13
120 C -2.7514 -2.0407 2.3562  -0.17
121 C -1.9775 -3.1569 3.0484  -0.19
122 O -1.1924 -2.4776 4.0288  -0.14
123 C -0.8992 -1.1812 3.5235  -0.20
124 H -2.4093 0.0707 2.5904  0.10
125 H -1.3255 -0.6700 1.3980  0.09
126 H -3.1639 -2.3701 1.4014  0.10
127 H -3.6155 -1.7779 2.9716  0.12
128 H -1.3038 -3.6733 2.3550  0.10
129 H -2.7054 -3.8224 3.5078  0.12
130 H 0.1400 -1.1153 3.1630  0.08
131 H -0.9156 -0.4644 4.3479  0.10

Entry from the OMol25 dataset: C18H26AuBrN2O5SSb as an isolated structure at a distorted geometry (ωB97M-V with the def2-TZVPD basis set).

Calculated values
- DFT total energy: -123404.9458 eV
- E_LUMO: -4.1 eV
- HOMO level: -9.8147 eV
- 2S+1: 1
- HOMO-LUMO gap: 5.681 eV
- Net charge: +1

Last column: Löwdin charge in e.
CARTESIAN COORDINATES (ANGSTROEM)
1 Au 0.9649 -1.0018 1.5213  0.87
2 Br -2.1153 5.5361 2.6352  0.76
3 C -0.8943 4.1120 2.3141  -0.67
4 C 0.4444 4.3844 2.0697  -0.11
5 C 1.3321 3.3555 1.8416  0.00
6 C 0.9007 2.0178 1.8504  -0.29
7 C -0.4644 1.7773 2.0786  -0.03
8 C -1.3529 2.8005 2.3157  -0.12
9 N 1.7087 0.9409 1.6194  -0.03
10 C 3.0312 0.9814 1.3995  -0.03
11 C 3.7289 -0.1764 1.0696  -0.25
12 C 5.1226 -0.2307 0.8025  0.01
13 C 5.7022 -1.4235 0.4730  -0.04
14 C 4.9265 -2.5951 0.4110  -0.01
15 C 3.5808 -2.4912 0.6738  -0.10
16 N 3.0152 -1.3354 0.9788  -0.02
17 H 0.7894 5.4060 2.0580  0.11
18 H 2.3655 3.5967 1.6632  0.11
19 H -0.8075 0.7524 2.0689  0.08
20 H -2.3947 2.5941 2.5107  0.11
21 H 3.5761 1.9095 1.4840  0.13
22 H 5.6975 0.6795 0.8542  0.12
23 H 6.7564 -1.4841 0.2601  0.12
24 H 5.3666 -3.5492 0.1729  0.11
25 H 2.9180 -3.3432 0.6375  0.12
26 C -3.7692 1.5146 -1.7275  -0.16
27 C -3.0899 0.5670 -0.7588  -0.33
28 Sb -1.7639 -0.9503 -1.6136  1.74
29 C -2.7432 -2.6065 -2.6743  -0.30
30 C -4.0537 -2.1969 -3.3204  -0.17
31 C -0.0443 0.0290 -2.5294  -0.31
32 C 0.3952 1.2932 -1.8019  -0.15
33 H -4.3323 2.2488 -1.1533  0.08
34 H -4.4618 1.0029 -2.3883  0.06
35 H -3.0480 2.0479 -2.3398  0.06
36 H -3.8269 0.0257 -0.1589  0.07
37 H -2.4209 1.1130 -0.0841  0.04
38 H -2.8635 -3.3768 -1.9062  0.06
39 H -2.0050 -2.9372 -3.4102  0.08
40 H -4.7899 -1.9073 -2.5713  0.08
41 H -4.4433 -3.0444 -3.8838  0.08
42 H -3.9085 -1.3736 -4.0178  0.07
43 H -0.3260 0.2431 -3.5613  0.06
44 H 0.7263 -0.7455 -2.5158  0.06
45 H -0.4278 1.9982 -1.6762  0.07
46 H 1.1683 1.7845 -2.3930  0.08
47 H 0.8112 1.0578 -0.8232  0.04
48 O -0.0702 -1.5715 3.6663  -0.09
49 H 0.1538 -2.5013 3.7834  0.06
50 H -1.0292 -1.4996 3.7132  0.06
51 O -1.9253 -3.5673 0.1575  -0.27
52 S -0.7316 -2.8058 0.0857  0.28
53 O 0.2645 -3.0524 1.1160  -0.37
54 O -1.1618 -1.2753 0.2933  -0.55
55 O -0.1819 -2.7274 -1.2698  -0.39

Entry from the OMol25 dataset: one molecule with the formula C4H10N2O2 at a distorted geometry (ωB97M-V with the def2-TZVPD basis set).

Calculated values
- Relative energy (zero: lowest compared OMol25 entry of this formula, charge and spin): 299.9 kJ/mol
- DFT total energy: -11383.7946 eV
- E_LUMO: 0.6 eV
- HOMO level: -9.3769 eV
- 2S+1: 1
- HOMO-LUMO gap: 9.998 eV
- SMILES string: NCNC(=O)CCO
- Net charge: 0

Last column: Löwdin charge in e.
CARTESIAN COORDINATES (ANGSTROEM)
1 N -3.2727 -0.4064 -1.1245  -0.05
2 C -2.4366 0.7355 -0.8921  -0.25
3 N -1.0847 0.6626 -0.0672  0.05
4 C -0.1815 -0.3192 0.1662  -0.52
5 O -0.2587 -1.4000 -0.3343  0.05
6 C 1.1377 0.1293 0.9963  -0.08
7 C 2.5094 -0.1767 0.3140  -0.32
8 O 3.5115 0.5213 0.9794  -0.11
9 H -3.4995 -0.9240 -0.1790  0.12
10 H -2.8459 -1.0570 -1.9036  0.12
11 H -1.9699 0.9062 -1.9616  0.14
12 H -3.0759 1.5231 -0.4731  0.10
13 H -0.8524 1.5783 0.3774  0.13
14 H 1.1610 1.2202 1.0721  0.08
15 H 1.0983 -0.4331 1.9696  0.13
16 H 2.5249 0.0908 -0.7821  0.13
17 H 2.7500 -1.3107 0.4688  0.15
18 H 3.0151 1.4301 1.0858  0.13

Entry from the OMol25 dataset: a 2-piece molecular cluster, C9H6ClN3 overall at a distorted geometry (ωB97M-V with the def2-TZVPD basis set).

Calculated values
- Relative energy (zero: lowest compared OMol25 entry of this formula, charge and spin): 125.8 kJ/mol
- DFT total energy: -26419.1554 eV
- E_LUMO (spin up / spin down): -2.0 / -3.4 eV
- HOMO level (spin up / spin down): -9.4016 / -8.4984 eV
- 2S+1: 1
- HOMO-LUMO gap (spin up / spin down): 7.356 / 5.094 eV
- Net charge: 0

Last column: Löwdin charge in e.
CARTESIAN COORDINATES (ANGSTROEM)
1 C -2.2884 -2.5299 1.1647  -0.17
2 C 1.8121 1.9055 -1.0193  -0.04
3 C 1.3876 0.8446 -1.8001  -0.08
4 C 1.4522 2.0340 0.3820  0.03
5 C 0.6520 -0.2429 -1.2936  -0.15
6 C -0.6876 -0.1715 2.0312  -0.08
7 C 0.6395 1.0612 0.8545  -0.22
8 C 0.2129 -0.0807 0.0564  -0.14
9 C -1.4095 -1.7290 0.4421  -0.07
10 N -3.1081 -3.0494 1.7872  0.18
11 N 0.0449 0.8984 2.0927  0.16
12 N -0.6521 -0.7625 0.8287  -0.02
13 Cl -1.4948 -0.8612 -2.5631  0.08
14 H 2.2212 2.7971 -1.5557  0.12
15 H 1.7165 0.5867 -2.7708  0.10
16 H 1.8192 2.9182 0.9058  0.12
17 H 0.5368 -1.2453 -1.7696  0.06
18 H -1.2435 -0.5866 2.8105  0.13
19 H -1.6109 -1.7867 -0.5838  -0.01